ORCA calculation (wB97M-V/def2-TZVPD) on a gas-phase ion, C10H11N2O (charge +1).

As for the charge: +1. The spin multiplicity is 3. The value obtained for the HOMO-LUMO gap (spin up / spin down) is 5.2295 / 7.6059 eV.

Atoms and positions in Å:
C 1.49 2.65 -0.03
C 2.64 2.35 0.68
C 0.41 1.75 -0.02
C 2.75 1.12 1.26
C 0.42 0.53 0.67
C 1.61 0.28 1.37
C -0.69 -0.26 0.91
C 1.23 -1.80 2.52
C -2.45 -1.76 0.41
C -0.89 -1.25 -1.42
N 2.02 -0.89 2.08
N -1.27 -0.99 0.01
O 0.50 -2.57 2.90
H 1.50 3.67 -0.42
H 3.43 3.11 0.66
H -0.45 1.83 -0.85
H 3.56 0.78 1.85
H -2.04 -2.79 0.67
H -3.19 -1.99 -0.41
H -3.07 -1.21 1.17
H 0.22 -1.30 -1.38
H -1.22 -0.35 -2.02
H -1.32 -2.24 -1.50
H 3.01 -1.04 2.06